(1)
Entry from the Open Molecules 2025 dataset: C56H66FeN4O6S3Se as an isolated structure at a distorted geometry (the ωB97M-V functional and the def2-TZVPD basis).

Atoms and positions in Å:
Se  -1.756  0.368  0.573
Fe  0.709  0.573  0.907
S  5.464  0.379  -0.223
S  0.515  3.615  -0.730
S  -0.518  -0.233  3.899
O  -1.035  0.550  5.000
O  2.453  3.538  3.166
O  0.659  0.531  -1.191
O  1.849  2.180  1.499
O  0.583  -1.308  0.805
O  -1.451  -1.073  3.193
N  3.106  0.028  0.836
N  0.287  0.701  2.890
N  3.185  -0.290  -1.474
N  -0.349  2.685  0.204
C  -4.974  -4.133  -0.819
C  2.388  -2.992  4.367
C  -1.913  4.290  -1.776
C  0.673  1.988  3.503
C  3.744  0.016  -0.291
C  -0.460  -2.082  0.588
C  1.124  -5.086  1.657
C  -1.541  -4.211  0.363
C  2.217  -3.382  0.196
C  -2.390  6.286  -3.033
C  0.748  -1.475  6.008
C  1.819  1.769  -3.676
C  -4.152  2.372  -4.972
C  0.660  -1.352  4.628
C  0.971  -4.261  0.370
C  -2.819  -3.662  0.371
C  -0.455  0.748  -3.339
C  -2.897  -2.272  0.411
C  1.446  4.813  0.210
C  -2.905  0.768  -1.971
C  5.324  0.520  1.506
C  -1.742  -1.532  0.484
C  -4.199  1.069  -4.164
C  0.609  0.962  -5.654
C  -1.700  0.626  -1.300
C  6.323  0.792  2.431
C  -4.867  -4.206  1.681
C  -1.079  6.712  -2.855
C  -0.442  0.615  -1.912
C  3.586  5.558  0.971
C  1.576  6.584  1.810
C  -4.325  -0.121  -5.127
C  -0.184  5.936  -2.136
C  0.833  0.693  -4.162
C  1.407  -0.730  -4.062
C  0.945  -5.215  -0.836
C  0.811  5.740  1.024
C  2.962  6.494  1.780
C  3.670  0.358  3.231
C  3.996  0.309  1.882
C  -2.920  0.922  -3.344
C  1.767  2.636  2.693
C  4.657  0.617  4.162
C  3.502  -4.070  6.355
C  -4.097  -4.499  0.385
C  1.472  -2.117  3.804
C  5.977  0.837  3.771
C  2.826  4.706  0.184
C  1.666  -2.359  6.557
C  -3.806  -5.998  0.331
C  2.501  -3.123  5.746
C  -0.353  -3.479  0.430
C  -0.613  4.732  -1.589
C  -1.677  0.901  -3.980
C  -5.442  1.097  -3.275
C  -2.803  5.076  -2.497
H  2.369  -0.796  -4.581
H  2.171  -0.112  -1.521
H  2.428  -2.773  1.071
H  0.186  1.954  -5.828
H  0.983  1.896  4.544
H  -6.333  1.220  -3.894
H  -3.820  0.764  -1.392
H  6.733  1.058  4.513
H  3.715  -0.076  -2.301
H  4.393  0.663  5.211
H  -3.853  -1.762  0.390
H  0.836  6.270  -1.988
H  1.573  0.915  -6.166
H  4.186  -4.455  5.599
H  -5.762  -4.832  1.747
H  0.108  -0.866  6.630
H  1.736  -2.457  7.635
H  -3.291  -6.274  -0.592
H  -5.247  -3.077  -0.806
H  -3.318  2.377  -5.675
H  -5.550  0.170  -2.711
H  -4.034  3.231  -4.308
H  -0.271  5.801  1.044
H  -3.822  4.737  -2.638
H  3.003  -4.922  6.822
H  1.430  2.759  -3.928
H  1.053  -4.445  2.536
H  -5.407  1.927  -2.566
H  0.717  -1.431  -4.538
H  -0.175  2.686  3.501
H  0.821  -4.651  -1.764
H  -1.669  1.017  -5.054
H  -4.238  -4.400  2.551
H  1.889  -5.763  -0.892
H  -4.446  -4.332  -1.754
H  0.342  -5.845  1.734
H  4.093  -3.574  7.127
H  -5.177  -3.161  1.729
H  2.644  0.219  3.531
H  3.033  -3.576  3.719
H  3.075  -4.035  0.010
H  -5.254  -0.054  -5.701
H  1.963  1.740  -2.601
H  3.556  7.142  2.411
H  7.343  0.963  2.111
H  -5.898  -4.720  -0.812
H  -5.076  2.502  -5.544
H  2.095  -5.591  1.674
H  1.091  7.296  2.465
H  1.381  -2.015  2.728
H  -2.207  3.332  -1.364
H  0.140  -5.948  -0.779
H  -3.492  -0.150  -5.831
H  -3.193  -6.317  1.176
H  -4.746  -6.554  0.371
H  -4.327  -1.061  -4.572
H  4.664  5.462  0.981
H  -0.754  7.657  -3.273
H  1.540  -1.066  -3.038
H  -3.085  6.897  -3.594
H  -0.044  0.218  -6.113
H  -0.694  3.177  1.028
H  -1.451  -5.287  0.301
H  3.296  3.941  -0.420
H  2.786  1.650  -4.176
H  2.113  -2.699  -0.648

Summary:
⟨S²⟩ = 1.183
spin multiplicity = 2
Kohn-Sham gap (alpha / beta) = 6.665 / 7.112 eV
total charge = -1
E_LUMO (alpha / beta) = 1.7 / 2.2 eV
HOMO (alpha / beta) = -4.92 / -4.93 eV

Results of the Löwdin charge analysis, in e, for atoms 1 through 2:
1 Se 1.3116
2 Fe 0.6585

=====

(2)
Entry from the Open Molecules 2025 dataset: a 2-piece molecular cluster, C56H68F3N3O2 overall at a distorted geometry (the ωB97M-V functional and the def2-TZVPD basis).

Atoms and positions in Å:
F  6.379  -2.377  -0.468
F  5.943  -0.668  0.841
F  5.773  -0.450  -1.333
O  0.986  7.784  -2.815
O  2.824  2.968  5.141
N  -0.512  -3.979  0.248
N  -1.839  -3.968  -0.019
N  -2.198  -2.646  -0.035
C  2.198  3.755  6.180
C  -4.487  -2.342  3.602
C  0.550  -5.388  2.028
C  0.886  -6.093  -2.668
C  -0.318  -5.125  4.407
C  -1.024  -0.391  -0.238
C  0.877  4.216  -2.332
C  2.520  8.885  -0.679
C  -1.053  -1.792  -0.024
C  0.834  4.241  -5.268
C  1.432  2.825  1.176
C  0.926  5.418  -3.006
C  0.330  -6.274  -0.229
C  2.403  -3.415  -0.145
C  1.255  6.615  -0.788
C  0.143  -4.414  3.126
C  -3.625  -3.643  -2.376
C  1.594  -7.495  1.436
C  -1.131  -7.445  -1.920
C  1.271  -3.450  3.478
C  -6.411  -2.264  -0.193
C  0.986  4.127  -0.897
C  1.267  5.361  -0.202
C  0.116  8.765  -0.124
C  1.096  -7.387  0.142
C  -3.624  -2.416  -0.108
C  -5.707  -2.756  -1.292
C  1.321  -6.501  2.371
C  3.731  -3.054  -0.288
C  -0.574  6.236  -4.825
C  3.149  -0.710  -0.028
C  2.673  2.244  1.592
C  2.312  2.947  3.891
C  1.858  -1.075  0.312
C  0.008  -2.685  0.175
C  0.745  3.590  2.169
C  -4.224  -5.025  -2.649
C  1.170  3.673  3.483
C  1.812  7.856  1.413
C  -3.591  -2.762  -3.619
C  -3.128  -0.499  2.568
C  0.785  5.583  -4.547
C  -4.358  -2.082  1.062
C  -5.742  -1.940  0.987
C  1.041  6.665  -2.236
C  1.412  -2.419  0.150
C  -3.636  -1.919  2.397
C  1.436  7.987  -0.059
C  0.966  2.854  -0.209
C  5.538  -1.318  -0.297
C  3.044  2.196  2.925
C  0.131  -5.224  0.690
C  -0.238  -6.230  -1.642
C  4.085  -1.716  -0.219
C  -4.329  -2.919  -1.224
C  1.879  6.461  -5.178
H  -3.661  -5.531  -3.441
H  3.511  8.425  -0.616
H  -0.690  8.168  0.316
H  -0.873  -5.338  -1.677
H  -0.706  -3.841  2.729
H  0.205  9.701  0.439
H  -6.237  -3.077  -2.196
H  -3.981  0.196  2.553
H  0.671  4.353  4.180
H  1.549  -6.970  -2.647
H  2.112  -3.995  3.927
H  -3.115  -1.804  -3.380
H  -1.365  5.651  -4.343
H  -0.774  -4.390  5.078
H  2.247  4.827  5.955
H  2.558  9.829  -0.119
H  -1.599  -7.354  -2.907
H  1.060  7.299  1.982
H  -0.160  4.119  1.853
H  -0.763  6.286  -5.903
H  0.713  4.408  -6.349
H  3.349  1.847  0.839
H  -5.317  -1.642  3.766
H  4.493  -3.808  -0.469
H  1.801  3.748  -5.111
H  -0.584  7.248  -4.409
H  -1.927  -7.506  -1.170
H  -3.863  -2.349  4.500
H  -2.451  -0.227  1.750
H  1.847  7.480  -4.784
H  0.793  3.275  -2.884
H  -1.942  0.190  -0.219
H  -3.031  -3.247  -4.426
H  -2.597  -3.815  -2.039
H  3.956  1.677  3.230
H  -5.275  -4.959  -2.962
H  1.158  -0.318  0.684
H  -2.768  -2.598  2.361
H  -6.307  -1.634  1.872
H  1.494  -5.206  -2.452
H  2.782  3.535  7.075
H  1.643  -2.920  2.595
H  0.905  -2.713  4.203
H  1.518  5.276  0.847
H  2.875  6.044  -4.994
H  2.194  -8.360  1.719
H  0.533  -5.577  4.934
H  -0.102  0.038  -0.629
H  0.473  -5.993  -3.678
H  -2.598  -0.394  3.524
H  -0.558  -8.382  -1.892
H  0.026  3.577  -4.938
H  2.306  9.123  -1.721
H  2.129  -4.472  -0.263
H  2.796  7.387  1.537
H  1.152  3.466  6.344
H  -7.498  -2.177  -0.245
H  3.425  0.331  -0.108
H  1.872  8.871  1.838
H  -1.058  -5.905  4.202
H  -0.136  8.998  -1.161
H  1.299  -8.171  -0.601
H  0.827  1.949  -0.794
H  1.697  -6.591  3.399
H  -4.893  -3.351  3.469
H  -4.612  -2.557  -3.971
H  1.716  6.505  -6.263
H  -4.173  -5.648  -1.748

Summary:
Kohn-Sham gap = 5.534 eV
E_LUMO = -0.9 eV
HOMO = -6.44 eV

Results of the Löwdin charge analysis, in e, for atoms 1 through 2:
1 F 0.1134
2 F 0.1127

=====

(3)
Entry from the Open Molecules 2025 dataset: a 8-piece molecular cluster, C56H69NO4PS overall at a distorted geometry (the ωB97M-V functional and the def2-TZVPD basis).

Atoms and positions in Å:
S  -0.114  -2.334  -4.295
P  0.430  0.260  -1.060
O  -0.694  -3.408  -5.056
O  -1.019  -1.304  -3.900
O  -4.190  -0.613  -3.958
O  0.999  -1.676  -5.224
N  -2.218  1.530  -3.479
C  -1.005  4.398  6.325
C  4.503  -7.116  -6.900
C  -0.829  -2.091  9.725
C  0.596  -1.390  7.921
C  5.718  -9.298  -8.114
C  0.439  -7.221  -6.532
C  -2.300  -1.966  4.381
C  0.149  -2.655  -1.533
C  -3.610  0.356  -1.841
C  1.708  -1.565  8.733
C  -1.351  2.690  -3.656
C  4.177  -8.404  -6.499
C  -0.866  -9.230  -6.322
C  -2.468  0.056  5.672
C  -0.596  6.544  5.325
C  -0.673  -1.658  8.416
C  5.432  -6.919  -7.912
C  6.513  5.823  6.185
C  -4.322  -1.947  -1.963
C  5.695  8.075  6.383
C  -3.019  -1.143  5.239
C  -3.422  0.217  -0.465
C  -1.778  -8.550  -5.525
C  -1.474  5.628  5.886
C  -1.199  0.429  5.250
C  -3.875  6.017  -3.935
C  -3.938  8.780  -4.193
C  -0.483  -0.393  4.391
C  4.826  7.853  5.324
C  0.779  -2.994  -2.884
C  -2.899  8.170  -3.504
C  -0.470  -6.540  -5.732
C  -2.866  6.788  -3.376
C  1.221  5.004  5.653
C  -1.034  -1.589  3.955
C  4.785  -9.495  -7.105
C  0.919  -1.589  -0.729
C  -3.699  -0.996  0.158
C  -3.322  1.663  -2.536
C  6.540  7.061  6.812
C  -4.044  -0.735  -2.585
C  -0.014  2.467  -2.950
C  -4.159  -2.077  -0.586
C  0.283  -2.261  10.540
C  6.039  -8.010  -8.519
C  -4.918  6.627  -4.618
C  5.639  5.599  5.130
C  0.342  4.087  6.211
C  -4.949  8.008  -4.749
C  -1.581  -7.207  -5.233
C  4.796  6.614  4.699
C  -0.117  2.063  -1.484
C  0.241  -8.564  -6.829
C  1.552  -2.001  10.042
C  0.751  6.231  5.206
C  -0.044  0.526  0.805
H  -5.762  8.484  -5.283
H  -2.729  -2.900  4.042
H  -3.052  1.052  0.105
H  -2.644  -9.069  -5.132
H  -3.527  -1.195  -4.343
H  2.273  4.763  5.566
H  0.160  -2.597  11.562
H  0.821  0.258  1.418
H  0.504  -0.101  4.056
H  -0.863  -0.126  1.124
H  4.030  -6.266  -6.425
H  1.808  0.709  -0.707
H  -3.960  9.858  -4.298
H  -1.692  3.680  6.757
H  -2.292  -6.676  -4.613
H  1.305  -6.704  -6.925
H  -0.478  -2.224  3.278
H  -5.707  6.024  -5.049
H  5.613  4.632  4.644
H  -3.029  0.700  6.338
H  5.684  -5.914  -8.227
H  -4.227  1.978  -3.073
H  -2.112  8.772  -3.067
H  1.436  6.944  4.765
H  0.709  3.128  6.555
H  -0.264  1.568  1.037
H  -2.525  5.871  5.978
H  -0.962  7.502  4.978
H  0.541  3.409  -3.010
H  -0.915  -2.437  -1.618
H  -3.541  -1.093  1.222
H  0.545  1.746  -3.549
H  7.219  7.235  7.637
H  -2.055  6.310  -2.841
H  4.171  8.646  4.986
H  -4.680  -2.762  -2.576
H  7.172  5.032  6.519
H  -3.848  4.939  -3.835
H  -2.590  1.200  -4.353
H  1.985  -1.659  -0.963
H  4.116  6.439  3.876
H  -4.392  -3.013  -0.103
H  0.716  -1.047  6.902
H  5.714  9.040  6.874
H  1.781  -2.579  -2.887
H  -1.819  -2.297  10.112
H  0.952  -9.090  -7.455
H  1.399  -0.946  -4.721
H  0.923  0.038  -2.448
H  -1.843  3.626  -3.366
H  0.780  -4.064  -3.061
H  -0.768  1.362  5.589
H  6.762  -7.855  -9.310
H  -1.136  2.768  -4.724
H  -0.318  -5.494  -5.498
H  0.217  -3.567  -0.937
H  3.446  -8.557  -5.715
H  -3.109  2.423  -1.793
H  -1.537  -1.527  7.779
H  2.698  -1.360  8.346
H  6.195  -10.148  -8.584
H  0.520  2.733  -0.900
H  4.531  -10.499  -6.791
H  -1.019  -10.278  -6.549
H  -4.008  -1.435  5.568
H  -0.920  -0.195  -1.379
H  -1.123  2.170  -1.084
H  0.787  -1.851  0.320
H  2.420  -2.137  10.675

Summary:
Kohn-Sham gap = 5.868 eV
total charge = -1
E_LUMO = 2.2 eV
HOMO = -3.71 eV

Results of the Löwdin charge analysis, in e, for atoms 1 through 2:
1 S 0.5787
2 P 0.4532